Entry 1:
# C16H17N

2 unconnected molecules or ions with the total composition C16H17N in a non-equilibrium geometry (ωB97M-V/def2-TZVPD, the OMol25 dataset).

Results
Calculated total energy   -674.6063 hartree
Relative energy (zero: lowest compared OMol25 entry of this formula, charge and spin)   132.2 kJ/mol
Kohn-Sham gap   8.8 eV
Charge   0
Highest occupied orbital energy   -7.898 eV
Structure (SMILES)   Cc1c[nH]c2ccccc12.Cc1ccccc1

Each line ends with the Mulliken charge.
Cartesian coordinates (Å):
N 1.58 2.99 2.32  -0.2017
C -2.29 -2.29 -0.39  0.6443
C 1.23 3.32 -1.39  -1.3725
C -1.36 -3.07 -1.10  -0.2869
C 1.55 2.97 0.03  0.3237
C 1.51 -0.86 0.67  -0.6900
C 1.73 1.64 1.88  0.2412
C -1.96 -2.04 -3.18  -0.2976
C -2.98 -1.32 -1.12  -0.2977
C 1.82 0.52 2.66  -0.8390
C 1.77 -0.73 2.04  -0.3425
C 1.55 3.76 1.13  -0.6715
C 1.57 0.33 -0.07  -0.3928
C -1.26 -3.02 -2.49  -0.6350
C 1.69 1.61 0.49  0.7953
C -2.82 -1.18 -2.48  -0.5950
C -2.59 -2.71 1.00  -1.4161
H 1.33 0.43 -1.14  0.3512
H -3.59 -2.52 1.34  0.4050
H 2.16 3.04 -1.91  0.3340
H 0.26 2.93 -1.71  0.3383
H -1.81 -2.28 1.64  0.2620
H 1.37 4.80 1.33  0.4475
H 1.98 3.27 3.20  0.2461
H -2.62 -3.78 1.26  0.3448
H -3.68 -0.70 -0.56  0.3874
H 1.00 4.38 -1.62  0.3422
H -1.86 -2.02 -4.26  0.3864
H -3.29 -0.45 -3.12  0.3803
H -0.77 -3.83 -0.57  0.3647
H 1.18 -1.79 0.22  0.4389
H -0.54 -3.65 -2.98  0.3503
H 1.65 -1.61 2.67  0.3252
H 1.71 0.45 3.72  0.3294

***

Entry 2:
# C16H17N

2 unconnected molecules or ions with the total composition C16H17N in a non-equilibrium geometry (ωB97M-V/def2-TZVPD, the OMol25 dataset).

Results
Calculated total energy   -674.3593 hartree
Relative energy (zero: lowest compared OMol25 entry of this formula, charge and spin)   51.4 kJ/mol
Kohn-Sham gap (spin up / spin down)   7.6 / 3.9 eV
Charge   +1
Spin multiplicity   2
Highest occupied orbital energy (spin up / spin down)   -11.142 / -11.142 eV

Each line ends with the Mulliken spin population.
Cartesian coordinates (Å):
N -1.38 2.83 0.75  0.2633
C 0.12 4.31 -0.55  0.2128
C 0.32 -3.66 -1.32  -0.0001
C -1.69 -2.57 -0.59  0.0000
C 0.07 1.35 1.65  0.1110
C -0.12 -3.44 1.14  0.0002
C 1.43 4.47 -0.93  -0.0691
C -2.08 -2.39 -1.90  0.0001
C -0.05 -3.46 -2.64  0.0000
C -1.25 -2.84 -2.93  0.0001
C -1.23 1.66 1.53  -0.0604
C 0.70 0.21 2.37  -0.0022
C 0.81 2.37 0.90  0.0586
C -0.48 -3.20 -0.29  0.0000
C 2.12 2.65 0.63  0.1144
C -0.18 3.24 0.33  0.0705
C 2.41 3.73 -0.25  0.2762
H -0.68 4.85 -1.04  -0.0019
H -1.52 -2.67 -3.96  0.0000
H 1.25 -4.16 -1.07  0.0000
H -0.74 -4.23 1.60  0.0000
H 0.92 -3.71 1.31  0.0000
H -2.22 3.08 0.25  -0.0098
H -2.06 1.15 2.00  0.0015
H 0.57 -3.83 -3.45  0.0000
H -0.35 -2.60 1.79  -0.0004
H 1.66 -0.02 1.90  0.0014
H -2.36 -2.33 0.23  -0.0002
H 1.71 5.27 -1.60  0.0025
H 0.05 -0.66 2.28  0.0039
H 0.91 0.47 3.41  0.0140
H 3.44 4.06 -0.33  0.0068
H 2.90 2.00 0.97  0.0069
H -3.01 -1.93 -2.20  0.0000

***

Entry 3:
# C16H17N3O3S

A molecular structure, C16H17N3O3S in a non-equilibrium geometry (ωB97M-V/def2-TZVPD, the OMol25 dataset).

Results
Calculated total energy   -1407.4881 hartree
Relative energy (zero: lowest compared OMol25 entry of this formula, charge and spin)   1711.9 kJ/mol
Kohn-Sham gap   8.4 eV
Charge   0
Highest occupied orbital energy   -7.896 eV

Each line ends with the Mulliken charge.
Cartesian coordinates (Å):
S -4.65 -2.32 0.53  0.3027
O -5.53 -1.28 -0.43  -0.6053
O -1.33 -1.92 -2.42  -0.7205
O 3.24 3.67 1.50  -0.3999
N -0.79 0.32 0.84  0.6407
N 0.01 -0.94 -1.15  -0.1991
N -1.85 0.21 1.89  -0.8763
C -2.80 -0.58 1.30  0.0497
C 1.21 -3.13 -3.68  -0.9844
C 1.19 -1.92 -2.99  0.7268
C 0.25 1.08 1.33  0.2293
C 1.21 -1.73 -4.22  -0.7101
C -1.17 -0.66 0.08  -0.6850
C -4.17 -1.13 1.99  -0.9226
C 1.40 2.52 2.67  -0.2741
C 1.91 2.65 0.19  -1.0844
C -0.19 -1.71 -2.16  0.3152
C -2.18 -1.45 0.19  0.8836
C 3.72 4.12 2.94  -1.2496
C 0.56 1.51 2.52  -0.9993
C -2.86 -2.53 -0.26  -0.4543
C 0.83 1.77 -0.05  -0.4045
C 2.21 2.90 1.53  0.8888
H -4.06 -1.75 2.61  0.6163
H 2.37 2.99 -0.57  0.7027
H 2.03 -1.54 -2.24  0.1545
H 4.12 3.36 3.50  0.4499
H 1.03 -0.86 -0.76  0.2880
H 0.70 1.42 -1.11  0.3264
H 1.92 -1.20 -4.71  0.3515
H 0.31 -3.59 -3.83  0.3310
H -4.74 -0.31 2.07  0.4181
H 2.20 -3.60 -3.91  0.2482
H 0.19 -1.48 -4.80  0.1585
H 3.11 4.70 3.42  0.5227
H -2.57 -3.56 0.05  0.2988
H -0.09 1.18 3.13  0.8077
H 1.95 2.45 3.77  0.1557
H -3.09 -2.47 -1.44  0.3136
H 4.43 4.81 2.70  0.3891

***

Entry 4:
# C16H17N4O4

2 unconnected molecules or ions with the total composition C16H17N4O4 in a non-equilibrium geometry (ωB97M-V/def2-TZVPD, the OMol25 dataset).

Results
Calculated total energy   -1139.8168 hartree
Relative energy (zero: lowest compared OMol25 entry of this formula, charge and spin)   63.2 kJ/mol
Kohn-Sham gap   4.0 eV
Charge   -1
Highest occupied orbital energy   -2.546 eV

Each line ends with the Mulliken charge.
Cartesian coordinates (Å):
O -0.61 -1.09 1.75  -0.4998
O 0.30 -1.74 -3.31  -0.2612
O -0.43 -3.21 0.97  -0.3016
O -0.79 0.29 -3.16  -0.5061
N 3.67 1.59 1.36  -0.7402
N 0.03 -1.59 -0.51  0.0871
N -2.68 6.75 -0.75  -0.6424
N -0.13 -0.57 -1.16  -0.0153
C -2.03 5.90 -0.26  0.1245
C -1.79 3.99 1.28  -0.8884
C -1.04 2.94 1.79  -0.4234
C -0.25 -0.69 -2.71  0.5016
C 0.13 4.75 0.03  -0.6516
C 1.26 -2.89 -5.26  -1.1394
C 0.44 -1.71 -4.81  -0.1974
C 0.33 2.74 1.43  1.2187
C 0.89 3.69 0.52  -0.7263
C 2.51 1.61 1.57  0.0652
C 0.72 0.85 3.10  -1.3499
C -0.39 -1.88 0.85  0.4819
C 1.14 1.66 1.93  0.8607
C -0.61 -3.61 2.37  -0.0803
C -1.22 4.88 0.35  0.2860
C -0.76 -5.10 2.38  -1.3056
H 0.80 -3.86 -5.00  0.3049
H -1.70 -5.40 1.89  0.3145
H -0.29 1.05 3.45  0.3260
H 1.33 -2.86 -6.35  0.3719
H -1.51 2.27 2.51  0.1351
H 0.77 -0.20 2.83  0.1106
H 0.60 5.48 -0.63  0.3764
H 1.42 1.00 3.94  0.2949
H -0.56 -1.74 -5.28  0.2840
H 0.94 -0.77 -5.08  0.3082
H 0.10 -5.60 1.92  0.3254
H 0.30 -3.29 2.91  0.2715
H 1.94 3.62 0.25  0.3202
H -2.83 4.14 1.58  0.3623
H -0.82 -5.43 3.41  0.3976
H 2.28 -2.86 -4.86  0.3035
H -1.49 -3.10 2.77  0.2963

***

Entry 5:
# C16H17N5O3S2

A single C16H17N5O3S2 molecule in a non-equilibrium geometry (ωB97M-V/def2-TZVPD, the OMol25 dataset).

Results
Calculated total energy   -1915.7561 hartree
Relative energy (zero: lowest compared OMol25 entry of this formula, charge and spin)   99.8 kJ/mol
Kohn-Sham gap   9.1 eV
Charge   0
Highest occupied orbital energy   -8.662 eV
Structure (SMILES)   CCc1nnc(NC(=O)CSc2nnc(COc3cccc(C)c3)o2)s1

Each line ends with the Mulliken charge.
Cartesian coordinates (Å):
S 2.12 -1.80 -2.16  -0.1849
S -0.64 1.76 -1.36  -0.1899
O -0.35 -3.05 2.50  -0.4763
O 2.37 -0.88 1.53  -0.5667
O 0.93 -2.90 0.00  -0.0573
N -0.70 -4.03 -0.93  -0.3714
N 1.75 1.15 -2.04  0.0425
N 1.27 1.86 -3.05  -0.7912
N 1.15 0.30 0.08  0.2835
N 0.00 -3.45 -1.92  -0.5713
C -0.15 -3.70 0.19  0.4182
C 3.03 -1.06 -0.75  -0.8275
C -1.08 4.44 -3.27  -1.1028
C -0.06 1.63 3.67  -1.8385
C -2.15 -0.17 1.06  -0.5125
C 0.07 2.27 -2.89  0.4097
C -0.58 -4.07 1.56  -0.3973
C -1.76 -1.49 1.25  -0.3329
C 0.92 0.98 -1.08  0.4307
C -0.68 3.10 -3.87  -0.3304
C 2.18 -0.56 0.39  0.4343
C -0.29 -0.77 3.01  -0.0634
C -1.60 0.84 1.83  -0.8340
C -0.82 -1.79 2.23  0.3763
C -0.67 0.55 2.82  0.7626
C 0.96 -2.78 -1.35  0.4973
H -1.62 5.03 -4.00  0.3522
H -0.20 5.00 -2.95  0.3219
H 0.01 -4.92 1.92  0.3615
H -0.50 1.60 4.67  0.4026
H -0.04 3.25 -4.74  0.2615
H 0.52 0.50 0.86  -0.1518
H -1.73 4.30 -2.40  0.3363
H -1.57 2.56 -4.18  0.2593
H -0.25 2.61 3.24  0.3681
H 3.73 -1.80 -0.35  0.4695
H 0.44 -1.04 3.76  0.3984
H 1.01 1.48 3.77  0.3549
H -2.88 0.06 0.30  0.4592
H -1.64 -4.37 1.52  0.3128
H -1.91 1.86 1.67  0.3717
H 3.58 -0.23 -1.20  0.4790
H -2.20 -2.26 0.63  0.4362

***

Entry 6:
# C16H17NO

2 unconnected molecules or ions with the total composition C16H17NO in a non-equilibrium geometry (ωB97M-V/def2-TZVPD, the OMol25 dataset).

Results
Calculated total energy   -749.8804 hartree
Relative energy (zero: lowest compared OMol25 entry of this formula, charge and spin)   52.2 kJ/mol
Kohn-Sham gap   8.6 eV
Charge   0
Highest occupied orbital energy   -7.879 eV
Structure (SMILES)   Cc1c[nH]c2ccccc12.Cc1ccc(O)cc1

Each line ends with the Mulliken charge.
Cartesian coordinates (Å):
O -2.96 -2.07 -2.38  -0.5617
N 4.89 -0.52 0.02  -0.1747
C -3.96 -0.05 -1.49  -0.3787
C -2.88 -1.63 -0.05  -0.3872
C 2.85 1.78 2.11  -0.4768
C 1.64 1.59 1.39  -0.6555
C 2.17 -1.29 -2.37  -1.3481
C 3.89 0.26 0.58  -0.1719
C -3.23 -1.22 -1.32  0.2398
C 4.36 -1.09 -1.12  -0.6953
C 3.04 -0.78 -1.27  0.6472
C 2.72 0.11 -0.18  0.7735
C -4.19 0.77 -0.39  -0.4256
C -4.04 1.27 2.09  -1.4258
C 1.58 0.76 0.31  -0.4388
C -3.12 -0.79 1.04  -0.5039
C -3.80 0.41 0.89  0.6246
C 3.99 1.14 1.65  -0.5963
H -4.82 0.89 2.74  0.3107
H 1.75 -2.28 -2.13  0.2692
H -2.91 -1.14 2.04  0.3797
H -3.15 1.36 2.70  0.3347
H 2.88 2.35 3.02  0.3915
H 4.89 -1.76 -1.77  0.4033
H 1.30 -0.68 -2.53  0.3385
H -4.18 0.31 -2.47  0.3960
H 4.93 1.40 2.13  0.3130
H -2.32 -2.53 0.14  0.3942
H 5.85 -0.24 0.09  0.2559
H -4.37 2.28 1.84  0.3691
H -4.73 1.70 -0.57  0.3210
H 0.78 2.15 1.72  0.3991
H 0.66 0.59 -0.25  0.3783
H -2.29 -1.68 -2.96  0.3153
H 2.77 -1.37 -3.26  0.3857